{
  "formula": "C22H46NO2",
  "method": "the ωB97M-V functional and the def2-TZVPD basis",
  "relative_energy_ev": 7.1497,
  "homo_energy_ev": -12.73,
  "total_charge": 1,
  "e_tot_ha": -1070.592964,
  "species": ["C", "O", "C", "C", "C", "N", "C", "C", "C", "C", "O", "C", "C", "H", "H", "H", "H", "H", "H", "H", "H", "H", "H", "H", "H", "H", "H", "H", "H", "H", "H", "C", "C", "C", "C", "C", "C", "H", "H", "H", "H", "H", "H", "H", "H", "H", "H", "H", "H", "H", "H", "C", "C", "C", "C", "C", "C", "H", "H", "H", "H", "H", "H", "H", "H", "H", "H", "H", "H", "H", "H"],
  "positions_angstrom": [[4.885, -0.469, 2.081], [4.138, -0.044, 0.855], [4.872, -0.648, -0.305], [3.824, -1.109, -1.524], [2.778, -2.300, -1.029], [1.599, -1.790, -0.231], [0.806, -0.788, -0.733], [-0.444, -0.253, 0.237], [-0.395, 1.366, -0.071], [0.228, 2.273, 1.145], [1.577, 2.191, 1.321], [0.165, -0.835, 1.643], [1.034, -2.165, 1.122], [4.680, 0.226, 3.006], [4.503, -1.542, 2.353], [6.055, -0.421, 1.875], [5.591, -1.517, 0.010], [5.498, 0.249, -0.781], [3.275, -0.112, -1.842], [4.415, -1.474, -2.472], [2.448, -3.007, -1.929], [3.423, -3.003, -0.314], [1.110, -0.372, -1.783], [-1.406, -0.814, -0.182], [0.315, 1.545, -1.014], [-1.473, 1.719, -0.429], [-0.356, 3.011, 1.841], [-0.579, -1.307, 2.446], [0.883, -0.183, 2.297], [0.252, -3.014, 0.827], [1.698, -2.718, 1.911], [-4.263, -3.144, 0.184], [-3.519, -3.661, 1.406], [-2.669, -4.901, 1.118], [-3.447, -6.139, 0.660], [-4.535, -6.625, 1.622], [-3.993, -7.061, 2.974], [-4.982, -3.878, -0.192], [-4.820, -2.236, 0.439], [-3.566, -2.897, -0.623], [-4.232, -3.862, 2.212], [-2.858, -2.865, 1.771], [-2.092, -5.145, 2.018], [-1.930, -4.653, 0.346], [-2.731, -6.955, 0.495], [-3.905, -5.942, -0.316], [-5.047, -7.479, 1.162], [-5.296, -5.851, 1.762], [-3.257, -7.863, 2.860], [-4.807, -7.437, 3.601], [-3.520, -6.231, 3.507], [1.841, 4.096, -2.278], [1.164, 4.842, -1.138], [-0.258, 5.298, -1.473], [-0.374, 6.295, -2.631], [0.424, 7.591, -2.465], [-0.021, 8.423, -1.272], [1.966, 4.731, -3.159], [2.836, 3.760, -1.968], [1.261, 3.213, -2.566], [1.781, 5.695, -0.840], [1.118, 4.176, -0.267], [-0.707, 5.733, -0.572], [-0.866, 4.417, -1.715], [-1.434, 6.546, -2.765], [-0.062, 5.809, -3.563], [0.299, 8.193, -3.373], [1.495, 7.375, -2.385], [-1.081, 8.684, -1.351], [0.554, 9.354, -1.229], [0.136, 7.893, -0.328]],
  "forces_ev_per_angstrom": [[0.27, 0.07, 0.46], [2.18, -2.01, -0.10], [-0.23, 1.08, -1.36], [-0.04, 0.67, 0.73], [2.24, -1.29, -0.06], [-2.68, 4.25, -1.37], [1.61, -2.15, 0.91], [2.91, -0.65, -1.29], [-0.74, 0.74, -0.44], [6.79, -0.85, 0.16], [-8.51, 0.34, -0.99], [0.57, -2.23, 0.97], [-2.11, -1.76, 0.58], [0.08, -1.13, -2.16], [1.09, 1.81, -0.42], [-2.54, -0.31, 0.51], [-1.53, 1.55, -0.55], [-1.06, -2.10, 1.01], [0.88, -2.16, 0.63], [-1.09, 0.56, 2.07], [0.33, 1.81, 2.00], [-1.62, 1.55, -1.41], [-0.90, -0.82, 2.09], [1.93, 1.35, 1.21], [-1.46, -0.22, 2.27], [2.31, -0.61, 1.10], [0.74, -1.51, -1.45], [1.11, 1.25, -2.12], [-1.37, -0.70, -1.90], [1.41, 1.71, 0.79], [-0.63, 1.66, -1.78], [-0.21, 0.15, 0.09], [0.12, -0.06, -0.07], [0.02, -0.05, 0.21], [-0.10, 0.00, -0.14], [0.08, -0.09, -0.12], [-0.14, -0.01, 0.17], [0.11, 0.11, -0.02], [0.02, -0.11, -0.12], [-0.06, -0.07, -0.04], [0.09, -0.01, -0.04], [-0.03, -0.04, 0.09], [-0.04, -0.02, -0.05], [-0.02, 0.01, -0.03], [-0.08, 0.08, 0.02], [0.07, 0.00, 0.06], [0.04, 0.17, 0.00], [0.04, -0.03, -0.05], [-0.03, 0.09, 0.04], [0.18, 0.03, -0.02], [-0.01, -0.09, 0.00], [0.30, 0.05, 0.07], [-0.20, -0.08, 0.06], [0.01, 0.14, 0.12], [0.04, -0.03, -0.14], [-0.13, -0.03, -0.10], [0.14, 0.15, 0.08], [-0.04, -0.14, 0.05], [-0.09, 0.00, -0.10], [-0.02, 0.04, -0.10], [-0.08, -0.05, -0.01], [0.10, 0.24, -0.11], [0.01, 0.00, -0.07], [0.01, 0.00, -0.01], [0.11, -0.01, 0.01], [-0.04, 0.00, 0.07], [0.06, -0.13, 0.08], [-0.05, -0.02, -0.03], [0.08, -0.04, 0.05], [-0.13, -0.10, 0.07], [-0.05, 0.07, -0.05]]
}